# 1
The molecule C10Cl8 in a non-equilibrium geometry, computed with ωB97M-V with the def2-TZVPD basis set.

Last column: Löwdin charge in e.
Element x y z (Å)
Cl 1.771 0.644 -3.830  0.6331
C 1.205 0.085 -2.241  -0.6384
C 0.577 -1.203 -2.164  -0.6797
Cl 0.583 -2.193 -3.600  0.6737
C -0.186 -1.478 -1.072  -0.6054
Cl -0.800 -3.114 -1.088  0.6717
C -0.333 -0.726 0.062  -0.1872
C -1.310 -0.883 1.039  -0.5278
Cl -2.586 -2.128 1.039  0.6353
C -1.415 0.072 2.106  -0.6648
Cl -2.620 -0.013 3.359  0.6677
C -0.427 1.038 2.226  -0.6919
Cl -0.662 2.078 3.611  0.6575
C 0.508 1.273 1.265  -0.5488
Cl 1.427 2.781 1.598  0.6267
C 0.580 0.489 0.116  -0.1190
C 1.274 0.907 -1.097  -0.4540
Cl 2.416 2.371 -1.329  0.5512

Total charge: 0

=====

# 2
C10H10AsF3GaN4O2S5 as an isolated structure, computed with ωB97M-V with the def2-TZVPD basis set.

Last column: Löwdin charge in e.
Element x y z (Å)
Ga 1.582 -0.537 0.269  -0.2041
C -1.920 1.643 -1.299  -0.0391
C -1.047 0.576 -0.727  -0.2581
N 0.194 0.424 -0.994  -0.0090
N 0.717 0.986 -2.167  0.0072
C 0.428 0.273 -3.359  -0.8851
N 1.516 0.106 -4.110  0.0702
S -1.086 -0.256 -3.791  0.6223
C -1.531 -0.303 0.381  -0.1910
C -2.807 -0.238 0.916  0.0101
C -3.148 -1.146 1.912  -0.0428
C -2.213 -2.064 2.342  -0.0309
C -0.942 -2.034 1.779  -0.0967
N -0.626 -1.185 0.818  0.0695
H -1.657 1.862 -2.326  0.0327
H -2.969 1.367 -1.260  0.0748
H -1.766 2.536 -0.684  0.1031
H 1.736 1.022 -2.043  0.0083
H 2.429 -0.104 -3.662  -0.0608
H 1.366 -0.403 -4.966  0.0855
H -3.520 0.497 0.576  0.1074
H -4.136 -1.120 2.351  0.1093
H -2.439 -2.777 3.122  0.1112
H -0.148 -2.692 2.107  0.1266
S 4.775 -0.452 0.087  -0.1400
As 4.254 -2.307 -1.159  0.0525
S 3.263 0.911 -0.297  0.1088
S 2.121 -2.598 -0.296  0.0608
S 4.004 -1.602 -3.150  -0.2137
F 0.203 2.261 1.430  0.1226
C 0.437 1.974 2.733  -0.5298
F -0.580 2.494 3.432  0.1423
F 1.553 2.624 3.090  0.1566
C 0.588 0.440 2.950  -0.5340
O -0.064 -0.077 3.832  0.1066
O 1.434 -0.105 2.165  -0.0532

Total charge: -1

=====

# 3
C10H10Br2Ir as an isolated structure in a non-equilibrium geometry, computed with ωB97M-V with the def2-TZVPD basis set.

Last column: Löwdin charge in e.
Element x y z (Å)
C -0.504 -0.459 -2.041  -0.2231
C 0.192 0.712 -2.526  -0.3040
C 1.581 0.395 -2.685  -0.2821
H -0.200 1.692 -2.684  0.0990
C 1.755 -1.011 -2.370  -0.2398
C 0.451 -1.541 -2.098  -0.1819
H 0.209 -2.589 -1.903  0.1172
H -1.556 -0.553 -1.750  0.1171
H 2.399 1.059 -2.933  0.1123
H 2.698 -1.555 -2.317  0.1151
Ir 1.061 0.207 -0.686  0.8679
Br 0.636 2.319 0.396  0.0761
C -0.962 0.158 2.190  -0.1703
C -0.988 -0.981 1.348  -0.2376
C -2.309 -1.475 1.348  -0.0900
H -0.041 -1.558 1.117  0.0198
C -3.153 -0.506 1.923  -0.0968
C -2.327 0.531 2.477  -0.0674
H -2.708 1.454 2.929  0.0961
H 0.004 0.669 2.376  0.0071
H -2.663 -2.425 1.022  0.0950
H -4.232 -0.475 1.807  0.0933
Br 2.316 -0.434 1.248  0.0771

Expectation value of S²: 8.783
Total charge: 0
2S+1: 6

=====

# 4
C10H10BrClO4Ti as an isolated structure in a non-equilibrium geometry, computed with ωB97M-V with the def2-TZVPD basis set.

Last column: Löwdin charge in e.
Element x y z (Å)
C -1.146 -0.746 -2.009  -0.2137
C -1.206 -1.762 -1.005  -0.2898
C -1.926 -1.220 0.132  -0.2738
H -0.812 -2.763 -1.090  0.0519
C -2.290 0.140 -0.190  -0.1865
C -1.823 0.416 -1.515  -0.1991
H -2.002 1.336 -2.059  0.0740
H -0.736 -0.891 -3.002  0.0841
H -2.178 -1.754 1.037  0.0840
H -2.929 0.773 0.413  0.0824
Ti 0.095 -0.288 0.155  0.2616
Br 1.023 -2.309 0.985  0.1714
C 1.934 1.140 0.222  -0.2212
C 1.102 1.915 -0.664  -0.1711
C 0.955 1.180 -1.884  -0.2197
H 0.730 2.911 -0.465  0.0761
C 1.675 -0.054 -1.759  -0.2056
C 2.308 -0.073 -0.474  -0.3050
H 2.993 -0.822 -0.117  0.0417
H 2.305 1.447 1.187  0.0887
H 0.454 1.539 -2.772  0.0760
H 1.788 -0.824 -2.510  0.0852
O -0.586 1.363 4.117  -0.3883
Cl -0.048 0.105 3.546  0.7292
O 1.323 -0.108 3.873  -0.3528
O -0.834 -1.036 3.870  -0.3501
O -0.169 0.388 1.979  -0.5296

Expectation value of S²: 2.009
Total charge: -2
2S+1: 3

=====

# 5
C10H10BrF5GdOTe as an isolated structure in a non-equilibrium geometry, computed with ωB97M-V with the def2-TZVPD basis set.

Last column: Löwdin charge in e.
Element x y z (Å)
C 2.328 0.579 -0.093  -0.1565
C 2.240 -0.407 0.937  -0.1382
C 1.899 -1.658 0.341  -0.0810
H 2.441 -0.243 1.990  0.1001
C 1.786 -1.447 -1.062  -0.1156
C 2.044 -0.069 -1.345  -0.1230
H 2.052 0.376 -2.330  0.0979
H 2.579 1.638 0.039  0.1083
H 1.759 -2.605 0.855  0.1003
H 1.577 -2.223 -1.801  0.1069
Gd -0.555 0.343 0.017  1.3090
Br -0.239 1.590 2.542  -0.0189
C -2.130 2.108 -1.009  -0.2196
C -1.265 1.804 -2.109  -0.2157
C 0.029 2.302 -1.801  -0.2294
H -1.543 1.323 -3.049  0.1008
C -0.005 2.873 -0.505  -0.2780
C -1.343 2.773 -0.005  -0.3292
H -1.708 3.095 0.972  0.0391
H -3.182 1.865 -0.914  0.1012
H 0.858 2.371 -2.505  0.0951
H 0.838 3.337 0.019  0.0919
F -0.637 -3.460 3.267  -0.4178
Te -1.576 -3.047 1.664  1.9392
F -0.031 -3.923 0.827  -0.5001
F -2.965 -2.409 2.879  -0.4878
F -2.073 -0.677 -1.042  -0.5630
F -2.388 -4.864 1.756  -0.5041
O -0.789 -1.345 1.467  -0.8120

Expectation value of S²: 15.848
Total charge: -1
2S+1: 8

=====

# 6
C10H10BrNO2Pm as an isolated structure in a non-equilibrium geometry, computed with ωB97M-V with the def2-TZVPD basis set.

Last column: Löwdin charge in e.
Element x y z (Å)
C 0.010 1.902 1.232  -0.2675
C -1.076 1.637 2.105  -0.1993
C -0.829 0.428 2.809  -0.2022
H -1.918 2.281 2.308  0.0820
C 0.442 -0.087 2.378  -0.2119
C 0.956 0.827 1.393  -0.3423
H 1.916 0.704 0.890  0.0649
H 0.082 2.746 0.538  0.0803
H -1.432 0.055 3.634  0.0854
H 0.960 -0.973 2.800  0.0914
Pm -0.427 -0.338 -0.494  1.3612
Br -2.558 1.169 -1.029  -0.0903
C 0.672 -1.691 -2.329  -0.2505
C 1.822 -1.126 -1.684  -0.2213
C 1.797 0.294 -1.863  -0.2207
H 2.648 -1.692 -1.238  0.1011
C 0.633 0.634 -2.616  -0.2508
C -0.060 -0.598 -2.928  -0.2860
H -1.036 -0.679 -3.432  0.0986
H 0.392 -2.761 -2.350  0.1088
H 2.581 0.989 -1.531  0.1062
H 0.285 1.660 -2.823  0.1013
O -2.193 -1.964 2.459  -0.0524
N -1.808 -1.389 1.458  -0.3657
O -1.860 -2.029 0.313  -0.3200

Expectation value of S²: 6.006
Total charge: -1
2S+1: 5

=====

# 7
C10H10CeN2O4 as an isolated structure in a non-equilibrium geometry, computed with ωB97M-V with the def2-TZVPD basis set.

Last column: Löwdin charge in e.
Element x y z (Å)
Ce -1.482 0.523 -2.013  1.4702
O 2.644 -0.146 -1.951  0.1494
C 1.461 0.027 -1.879  0.0651
C -2.710 0.394 0.177  0.0300
O -3.322 0.320 1.228  0.2029
C -0.867 -2.092 -0.990  0.0213
O -0.938 -3.251 -0.923  0.1938
C -0.189 2.434 -0.334  0.0237
O 0.072 3.500 0.051  0.1968
C -2.195 1.005 -4.391  -0.1019
H -1.590 1.872 -4.616  0.1259
H -1.857 0.101 -4.877  0.1254
C -3.335 1.078 -3.699  -0.0792
H -4.002 0.230 -3.580  0.1294
H -3.726 2.018 -3.321  0.1299
C 3.381 -0.916 3.125  0.0066
N 2.063 -0.683 2.560  -0.0798
C 0.892 -0.699 3.309  0.0127
C -0.107 -0.435 2.368  -0.1437
N 0.379 -0.253 1.073  0.0173
C 1.710 -0.417 1.256  -0.1408
H 3.774 -0.222 3.846  0.1093
H 3.603 -1.877 3.552  0.1093
H 4.152 -0.870 2.412  0.0821
H 0.839 -0.885 4.398  0.1602
H -1.119 -0.397 2.705  0.0852
H 2.468 -0.359 0.515  0.0987

Expectation value of S²: 0.751
Total charge: +3
2S+1: 2

=====

# 8
C10H10Cl2O4Yb as an isolated structure in a non-equilibrium geometry, computed with ωB97M-V with the def2-TZVPD basis set.

Last column: Löwdin charge in e.
Element x y z (Å)
C 0.847 -1.956 1.327  -0.1671
C 0.927 -2.131 -0.049  -0.1335
C -0.406 -2.154 -0.579  -0.1595
H 1.856 -2.193 -0.604  0.0884
C -1.311 -1.800 0.422  -0.1322
C -0.553 -1.767 1.690  -0.1729
H -0.889 -1.959 2.709  0.1193
H 1.594 -2.247 2.052  0.1016
H -0.628 -2.402 -1.618  0.0953
H -2.404 -1.687 0.298  0.0983
Yb -0.106 1.241 0.127  1.1401
Cl -0.563 3.867 0.394  -0.2134
C 0.231 2.457 -1.970  -0.3282
C -1.025 1.761 -1.972  -0.3067
C -0.734 0.391 -2.244  -0.2369
H -2.026 2.115 -1.705  0.0857
C 0.683 0.210 -2.202  -0.2239
C 1.274 1.480 -1.890  -0.2486
H 2.333 1.613 -1.618  0.0922
H 0.380 3.528 -1.966  0.0422
H -1.443 -0.410 -2.519  0.0913
H 1.203 -0.749 -2.443  0.0946
O 1.362 -0.108 2.381  -0.3501
Cl 0.206 0.565 2.939  0.7759
O -1.026 0.021 2.151  -0.4248
O 0.049 0.356 4.363  -0.2829
O 0.171 1.961 2.526  -0.4441

Expectation value of S²: 0.758
Total charge: -1
2S+1: 2

=====

Respective calculated total energy values: -110547.916; -196138.172; -153449.657; -124395.355; -124338.118; -102714.951; -34596.005; -75288.349 eV.